# 1
C18H45BaN4O9 | ωB97M-V/def2-TZVPD

The geometry in XYZ format:
```
77
Properties=species:S:1:pos:R:3:lowdin_charge:R:1
Ba 6.5066 13.8328 10.5895 2.00
O 10.0418 19.9934 6.9740 -0.19
O 7.5081 16.3549 4.6979 -0.16
O 12.0732 15.2323 6.8905 0.05
O 8.2542 17.4909 8.4377 0.04
O 11.6654 17.0215 3.3590 -0.18
O 8.0337 16.0818 9.9820 -0.25
O 9.9910 16.5966 9.0065 0.01
O 5.0361 15.0679 8.6911 -0.39
O 6.7098 14.5389 13.4435 -0.33
N 10.4942 14.5283 4.4416 0.02
N 4.8528 15.9678 11.2407 -0.18
N 7.7805 19.1104 5.4341 -0.01
N 8.7868 16.7509 9.2231 -0.59
C 11.8951 14.0562 4.6411 -0.14
C 7.7860 20.3254 6.2816 -0.23
C 6.4995 18.4316 5.5177 -0.20
C 5.3629 14.7305 7.3555 -0.08
C 6.9110 13.8571 14.6888 -0.09
C 4.9243 16.9759 10.1428 -0.16
C 6.3814 17.1543 4.6170 -0.23
C 10.3235 20.0920 8.3898 -0.09
C 10.4507 14.8307 3.0220 -0.18
C 12.7292 15.2412 8.1271 -0.03
C 12.3800 13.9818 6.1430 -0.06
C 11.4553 15.9316 2.4414 -0.20
C 5.7565 15.5993 13.6304 -0.21
C 4.5842 16.3678 8.7920 -0.21
C 5.4670 16.4985 12.4416 -0.23
C 9.1524 20.9586 6.4019 -0.22
C 7.2730 15.0614 4.1425 -0.11
C 12.6781 17.8574 2.8448 -0.10
H 13.0837 16.2186 8.4546 0.13
H 5.0428 16.9770 8.0131 0.12
H 5.8254 13.7574 7.5208 0.07
H 3.8977 15.7023 11.4338 0.13
H 9.3819 20.1197 8.9381 0.07
H 6.1442 15.3307 6.8893 0.09
H 7.2929 12.8524 14.5076 0.09
H 7.4283 15.0131 3.0647 0.09
H 10.8116 19.1622 8.6820 0.07
H 9.0560 21.8880 6.9632 0.12
H 13.5421 14.5346 8.2945 0.12
H 10.5945 13.9294 2.4262 0.13
H 13.4693 14.0184 6.1579 0.14
H 4.9964 17.3643 12.9076 0.14
H 5.5066 16.5458 4.8459 0.10
H 5.9260 17.4022 10.0872 0.10
H 7.5329 20.1649 7.3296 0.11
H 7.6465 19.6768 4.6086 0.11
H 6.3158 14.6447 4.4559 0.08
H 4.8691 15.1122 14.0346 0.13
H 11.8806 15.0191 8.7740 0.12
H 11.0357 16.2529 1.4881 0.13
H 9.9044 13.7194 4.5761 0.10
H 12.1765 13.0652 6.6967 0.14
H 7.5459 14.3441 15.4290 0.11
H 6.1924 16.1757 14.4464 0.14
H 5.9936 13.5398 15.1845 0.10
H 9.4841 15.2578 2.7548 0.09
H 12.3450 15.3571 2.1836 0.11
H 10.9606 20.9174 8.7074 0.08
H 5.6719 19.1009 5.2829 0.12
H 4.4849 14.6080 6.7213 0.12
H 7.0474 21.0755 5.9988 0.12
H 12.6106 14.7125 4.1456 0.11
H 9.5698 21.2996 5.4545 0.12
H 4.3491 17.8291 10.5023 0.14
H 13.6119 17.3121 2.9818 0.09
H 3.5096 16.3347 8.6128 0.14
H 12.7428 18.7265 3.4994 0.10
H 8.0102 14.3268 4.4666 0.06
H 12.1154 13.0994 4.1678 0.14
H 12.4584 18.0578 1.7961 0.09
H 6.3896 17.0437 12.2427 0.13
H 6.2984 18.1832 6.5598 0.08
H 6.1505 17.4290 3.5878 0.12
```

## Properties
- Frontier orbital gap (alpha / beta): 6.5 / 2.9 eV
- DFT total energy: -1633.586350 Ha
- ⟨S²⟩: 0.755
- LUMO level (alpha / beta): -5.98 / -9.53 eV
- Molecular weight: 598.91 g/mol
- 2S+1: 2
- Charge: +2

# 2
C18H47ClGaN4O3Si4 | ωB97M-V/def2-TZVPD

The geometry in XYZ format:
```
78
Properties=species:S:1:pos:R:3:lowdin_charge:R:1
Ga 1.2344 0.6367 -0.1111 0.39
Cl 3.1148 1.4689 1.3501 0.57
Si -0.9379 -0.9951 -2.1731 0.36
Si -1.0744 0.0426 -0.0083 0.44
Si -3.0027 1.4814 -0.1290 0.38
Si -0.9854 -0.6888 2.2880 0.36
O 1.9930 4.6513 0.0954 0.08
O 1.3795 6.7803 0.0995 0.00
O 1.7678 -1.4069 -0.0088 -0.14
N 1.5248 -3.6665 0.1174 -0.06
N 3.6408 -2.7141 0.0019 -0.05
N -0.5471 3.7545 -0.0981 0.05
N -0.2082 5.1090 -0.0333 0.01
C -1.1202 0.4518 -3.3563 -0.21
C 2.0773 -5.0096 0.2799 -0.14
C 0.6653 -1.8044 -2.7283 -0.19
C -4.3489 0.1646 -0.1304 -0.21
C 4.5113 -1.5529 -0.0180 -0.01
C -3.2233 2.4910 -1.6967 -0.22
C -2.4909 -1.7467 2.6520 -0.21
C 4.3007 -4.0093 0.1567 -0.14
C 0.5574 -1.5333 2.9508 -0.19
C 0.3246 7.7432 0.0745 -0.05
C 2.8928 1.5855 -0.4910 -0.52
C 3.4255 -5.1113 -0.3905 -0.14
C -1.0407 0.9056 3.2740 -0.20
C -2.3502 -2.2073 -2.4011 -0.20
C 0.0755 -3.6126 0.1744 -0.05
C 1.1051 5.4731 0.0493 -0.57
C 2.3005 -2.5558 0.0376 -0.42
C -3.3659 2.5536 1.3667 -0.22
H -2.4698 -2.8812 -1.5509 0.02
H 5.4495 -1.8345 -0.4917 0.10
H 4.7202 -1.1788 0.9849 0.10
H 0.6203 -2.5943 2.7212 0.02
H -0.3533 -4.1370 -0.6820 0.10
H -2.6525 -2.5173 1.8959 0.03
H -4.3200 -0.4571 0.7650 0.01
H -2.3021 2.9181 -2.0871 0.01
H -0.1782 1.5395 3.0468 0.03
H -4.1788 3.2289 1.0858 0.04
H 3.3142 -4.9957 -1.4705 0.13
H 0.5190 -1.4322 4.0388 0.05
H 2.7803 2.6476 -0.6877 -0.01
H -3.2961 -1.6845 -2.5471 0.02
H -0.3531 7.6064 0.9189 0.10
H -5.3236 0.6609 -0.1534 0.05
H -3.6893 1.8924 -2.4812 0.03
H -0.9885 0.6615 4.3383 0.05
H -2.1059 0.9111 -3.3197 0.00
H -0.0720 3.3426 -0.8977 0.07
H 1.5320 -1.1585 -2.5756 0.03
H -0.2806 -4.0993 1.0850 0.10
H -2.3824 -2.2425 3.6197 0.04
H -0.9492 0.1035 -4.3781 0.04
H 3.8749 -6.0837 -0.1954 0.13
H -4.2986 -0.4961 -0.9964 0.01
H -0.9662 5.7541 -0.1512 0.12
H -2.1727 -2.8172 -3.2905 0.04
H -0.3810 1.2323 -3.1525 0.03
H -0.2209 7.7029 -0.8703 0.10
H -2.5306 3.1632 1.7045 0.01
H 5.2452 -3.9607 -0.3831 0.13
H 2.1575 -5.2468 1.3464 0.14
H 3.7703 1.1734 -0.9705 0.01
H 0.5630 -1.9664 -3.8049 0.05
H -3.7250 1.9504 2.2016 0.03
H -3.3918 -1.1329 2.6984 0.02
H 4.0529 -0.7691 -0.6037 0.05
H 1.3669 -5.7101 -0.1585 0.13
H -0.2614 -2.5832 0.1687 0.01
H 4.5331 -4.1872 1.2118 0.14
H 1.4742 -1.0538 2.6105 0.01
H 0.8083 8.7099 0.1621 0.10
H -3.9015 3.3172 -1.4704 0.04
H -0.1676 3.2994 0.7279 0.07
H 0.8771 -2.7632 -2.2659 0.02
H -1.9416 1.4890 3.1094 -0.01
```

## Properties
- Frontier orbital gap: 8.8 eV
- DFT total energy: -4701.636033 Ha
- LUMO level: -2.31 eV
- Molecular weight: 585.12 g/mol
- Charge: +1
- Energy above the lowest of the compared OMol25 structures with the same formula, charge and spin: 134.4 kJ/mol

# 3
C18H47CuO20P4 | ωB97M-V/def2-TZVPD

The geometry in XYZ format:
```
90
Properties=species:S:1:pos:R:3:lowdin_charge:R:1
Cu 3.6095 1.6822 1.8954 0.83
P -4.5674 -2.7992 -2.0822 0.33
P 3.1096 1.4230 5.4013 0.33
P -0.2961 0.5748 -4.8522 0.33
P 4.2203 -1.6437 1.1572 0.35
O -3.2666 -2.1032 -1.4800 -0.24
O 2.8032 -2.0960 0.6680 -0.19
O -3.5492 2.2568 -0.0028 0.09
O 1.6761 0.4974 2.1601 0.04
O 0.2549 -0.2570 -3.6241 -0.23
O 4.7827 -2.8794 1.9306 -0.18
O 2.0354 1.6505 0.3787 0.03
O 2.7663 -0.0808 5.6979 -0.19
O -1.7395 0.8112 -4.8827 -0.22
O 1.7958 2.1783 5.7863 -0.17
O 3.5931 1.6574 4.0365 -0.23
O 4.0980 1.8754 6.5045 -0.17
O -2.3400 3.1190 -1.6958 -0.04
O -4.5402 -2.2765 -3.5603 -0.20
O 4.2891 -0.4067 1.9679 -0.26
O -5.7384 -2.0194 -1.3494 -0.23
O 0.6062 1.8698 -4.7807 -0.19
O -4.5842 -4.2556 -1.9629 -0.22
O 5.0337 -1.5572 -0.1750 -0.18
O 0.2403 -0.2140 -6.1037 -0.20
C 0.9692 2.4067 -3.5014 -0.08
C 3.8542 1.5351 7.8816 -0.05
C 4.6292 -0.7775 -1.3150 -0.05
C -3.0640 5.1934 -0.5981 -0.06
C -1.9192 4.2425 -0.9005 -0.22
C -3.6988 1.2777 -2.2067 0.03
C 1.2448 0.9515 1.0601 -0.64
C 6.0994 -2.8010 2.5030 -0.06
C -0.1465 0.6280 0.6346 0.06
C -2.7758 -2.4271 -0.1960 -0.11
C -3.2196 2.2567 -1.1640 -0.55
C -5.7605 -1.8824 -4.2144 -0.07
C -6.3334 -2.5841 -0.1680 -0.08
C 0.6946 2.2251 4.8871 -0.08
C -0.5437 -0.3532 -7.2981 -0.08
C 3.7576 -1.0735 5.3843 -0.06
C 1.8676 -2.7676 1.5306 -0.05
C -0.4444 -1.4516 -3.2380 -0.07
H 2.8305 1.2069 8.0460 0.09
H -3.2382 5.8175 -1.4754 0.08
H -0.1565 -1.2259 -7.8152 0.09
H 6.0957 -3.3112 3.4633 0.09
H -3.9420 4.6897 -0.2148 0.07
H -1.6938 -2.5499 -0.2110 0.07
H -1.4829 3.8097 0.0055 0.11
H 1.8246 -3.8212 1.2477 0.10
H 0.8819 -2.3978 1.2561 0.08
H -0.7729 -1.3808 -2.2050 0.06
H -0.1775 2.6104 5.4120 0.10
H 4.5489 0.7849 8.2549 0.10
H -0.1780 -0.3461 0.1486 0.08
H -5.7806 -0.7919 -4.2447 0.09
H -7.2609 -3.0829 -0.4588 0.09
H -1.1340 4.7607 -1.4446 0.12
H -3.1974 -3.3847 0.1309 0.09
H 0.4052 1.2558 4.4802 0.09
H 4.0359 2.4416 8.4551 0.10
H 6.3066 -1.7537 2.7362 0.08
H 1.6381 3.2364 -3.7192 0.09
H -5.7220 -3.3480 0.3053 0.08
H -0.5429 1.3249 -0.1075 0.09
H 4.7269 -0.6060 5.2007 0.09
H 0.2343 -2.2965 -3.3546 0.09
H 5.4318 -0.0770 -1.5476 0.10
H 6.8730 -3.2052 1.8584 0.10
H -0.7771 0.7633 1.5130 0.11
H 3.5085 -1.6452 4.4921 0.07
H -2.9041 0.5781 -2.4501 0.07
H -1.5920 -0.5537 -7.0756 0.08
H 3.7378 -0.1848 -1.1123 0.08
H -6.6112 -1.7500 0.4688 0.09
H -3.9174 1.8856 -3.0843 0.10
H 2.1194 -2.6893 2.5825 0.09
H 4.5283 -1.4476 -2.1623 0.10
H -6.6411 -2.2882 -3.7284 0.09
H 0.8879 2.9240 4.0712 0.09
H -2.7054 5.9218 0.1363 0.08
H -4.6112 0.8302 -1.8248 0.09
H -3.1029 -1.6957 0.5464 0.10
H -1.2902 -1.6151 -3.9055 0.09
H 3.8185 -1.7403 6.2402 0.10
H 1.5968 1.6873 -2.9712 0.07
H 0.1029 2.6739 -2.9000 0.08
H -0.4892 0.5561 -7.8914 0.09
H -5.7151 -2.1755 -5.2609 0.09
```

## Properties
- Frontier orbital gap (alpha / beta): 8.4 / 5.6 eV
- DFT total energy: -5224.885586 Ha
- ⟨S²⟩: 0.757
- LUMO level (alpha / beta): -3.57 / -6.38 eV
- Molecular weight: 771.00 g/mol
- 2S+1: 2
- Charge: +1

# 4
C18H47N2O8P | ωB97M-V/def2-TZVPD

The geometry in XYZ format:
```
76
Properties=species:S:1:pos:R:3:lowdin_charge:R:1
P -1.1848 1.3084 1.9903 0.86
O -5.0813 -1.6519 4.5631 -0.05
O 4.7181 -1.7157 2.6136 -0.04
O 4.1744 1.5596 -3.0725 -0.20
O -2.4244 2.3462 2.5480 -0.41
O 0.0038 0.2232 1.3879 -0.43
O 5.8880 1.4222 -5.4586 -0.19
O -2.1065 -0.8708 -2.6529 -0.19
O -4.7816 -2.0451 -2.4620 -0.19
N 2.7368 -0.7944 1.0388 -0.04
N -4.6313 0.5894 2.0317 -0.05
C 4.5830 -0.3089 2.5933 -0.45
C 4.9323 2.6759 -2.6392 -0.11
C -2.5609 -1.9578 -3.4429 -0.20
C 4.8137 0.2599 3.9919 -0.05
C 6.8319 0.6910 -4.6957 -0.11
C -3.7631 -2.9255 3.0599 -0.04
C -3.2045 1.9178 3.6429 -0.30
C -1.9259 -1.2104 -1.2899 -0.10
C -4.0555 -1.8929 -3.6721 -0.20
C -4.5912 1.4739 3.1884 -0.20
C 0.8997 0.8204 0.4937 -0.35
C -4.1925 -1.5160 3.4509 -0.42
C 3.7103 1.6795 -4.4092 -0.20
C -4.8874 -0.8312 2.2639 -0.18
C 3.2323 0.1398 2.0578 -0.21
C 1.8963 -0.1834 -0.0050 -0.20
C -5.2324 -0.8172 -1.9136 -0.10
C 4.5712 0.9007 -5.3796 -0.21
H -4.5331 -3.3937 2.4590 0.08
H -1.5530 1.6338 0.6721 0.05
H 4.1305 0.9780 -6.3783 0.13
H -4.3225 -0.9531 -4.1648 0.13
H -3.2926 -0.9827 3.7432 0.11
H 5.6652 2.9825 -3.3883 0.08
H 0.3723 1.2029 -0.3887 0.11
H -2.0504 -1.8971 -4.4092 0.13
H 2.6942 1.2737 -4.4375 0.13
H 3.5682 -1.1493 0.5764 0.11
H 3.6606 2.7315 -4.7051 0.13
H -3.8397 0.7377 1.4264 0.07
H 5.3675 0.0924 1.9590 0.14
H -5.1113 2.3906 2.9166 0.11
H 5.8582 0.1125 4.2365 0.08
H -2.8654 -2.8434 2.4557 0.08
H -1.7748 0.1832 2.5685 0.05
H -5.5361 -1.0042 -0.8846 0.08
H -1.0001 -1.7796 -1.1559 0.09
H -4.4457 -0.0594 -1.9162 0.08
H -3.5679 -3.4871 3.9620 0.08
H 2.4661 0.2634 -0.8215 0.11
H 5.4581 2.3857 -1.7306 0.09
H -3.3543 2.7694 4.3022 0.11
H 3.8734 -2.0962 2.9019 0.10
H -5.9618 -0.9924 2.3201 0.12
H -0.1730 2.0874 2.5759 0.06
H -4.5623 -1.3430 1.3643 0.10
H 4.5329 1.3031 4.0614 0.08
H -1.8487 -0.2833 -0.7246 0.06
H 3.3675 1.1550 1.6927 0.12
H 7.7312 1.2991 -4.6134 0.09
H -5.8438 -1.0685 4.4362 0.08
H 4.2447 -0.3462 4.6877 0.08
H -5.1419 1.0645 4.0247 0.11
H 7.0870 -0.2477 -5.1992 0.09
H 4.2736 3.5219 -2.4144 0.09
H 1.3769 1.6921 0.9517 0.09
H 6.4596 0.4724 -3.6925 0.08
H -4.3476 -2.7148 -4.3331 0.13
H -6.0944 -0.4410 -2.4749 0.09
H 2.5283 0.1370 2.8871 0.12
H -2.7018 1.1673 4.2519 0.09
H -2.7674 -1.7899 -0.9015 0.08
H 1.3041 -0.9827 -0.4415 0.10
H 4.5923 -0.1574 -5.1015 0.13
H -2.2912 -2.9110 -2.9782 0.13
```

## Properties
- Frontier orbital gap: 9.4 eV
- DFT total energy: -1766.645457 Ha
- LUMO level: 0.65 eV
- SMILES string: C[C@H](O)CNCCO[PH3]OCCNC[C@@H](C)O.COCCOC.COCCOC
- Molecular weight: 450.55 g/mol